Computed, not measured: a gas-phase ion, C3H9N2OS (charge +1) in a non-equilibrium geometry, with wB97M-V/def2-TZVPD.

```
16
Properties=species:S:1:pos:R:3:forces:R:3
C -0.2914 -0.1439 0.6669 1.4 3.6 3.5
C 1.7685 -1.3284 0.0286 1.9 1.7 0.7
C -2.1393 1.0614 -0.8060 0.0 0.0 0.9
N 0.3517 -1.0980 0.1219 0.0 0.2 -1.4
N 0.2615 0.9087 1.4695 -4.4 -2.5 -1.2
O -2.3310 -1.4784 -0.1273 -0.3 -2.0 -0.7
S -2.0909 -0.2266 0.5444 -0.2 1.7 0.1
H 2.0464 -2.3281 -0.3040 -0.6 -0.2 0.7
H 2.3060 -0.6980 -0.7841 -1.1 -0.4 1.6
H 2.0567 -1.0681 1.1061 0.7 -0.6 -1.7
H -1.0793 1.3479 -0.9070 -0.7 0.5 -0.3
H -2.7747 1.9132 -0.3292 0.9 -1.5 -1.7
H -2.4408 0.4366 -1.7221 -0.1 1.4 1.4
H -0.2600 -1.5474 -0.5198 -0.8 -1.4 -0.7
H 1.1690 1.1758 1.1916 1.0 0.9 0.3
H -0.4856 1.5401 1.9532 2.4 -1.3 -1.3
```
Positions in Å, forces in eV/Å.

The calculation puts the strongest force on any atom at 5.2 eV/A. The calculation puts the energy relative to the best compared isomer or geometry (same formula, charge and spin) at 61.8 kcal per mole. As for the total charge: +1. The total energy comes out at -702.3259 a.u. The value obtained for the LUMO energy is -4.155 eV. As for the HOMO-LUMO gap: 0.3712 Ha.

Need the Mulliken charges? In units of e they are: C 0.53; C -0.84; C -0.78; N -0.08; N -0.45; O -0.60; S 0.49; H 0.32; H 0.30; H 0.33; H 0.29; H 0.34; H 0.34; H 0.24; H 0.26; H 0.29

=====

Computed, not measured: a molecular structure, C22H72O14 in a non-equilibrium geometry, with wB97M-V/def2-TZVPD.

```
108
Properties=species:S:1:pos:R:3:forces:R:3
C 15.7041 9.7321 22.6794 -0.8 0.8 -0.4
C 16.7915 10.2724 23.5786 -0.8 0.8 -0.2
O 18.0660 10.3903 22.9260 -2.5 3.0 -0.5
H 15.5878 10.4269 21.8476 -0.6 -0.2 0.3
H 14.7458 9.7077 23.1981 0.1 0.0 0.2
H 15.8939 8.7503 22.2455 -0.5 1.7 0.7
H 16.9363 9.6382 24.4533 -0.5 1.3 -0.7
H 16.5727 11.3110 23.8263 -0.5 -0.2 0.8
H 18.0805 11.2659 22.5327 0.4 0.3 0.2
C 18.4377 11.3324 19.6955 -0.5 1.3 0.4
C 17.2594 10.5323 20.3047 1.7 2.5 -1.6
O 16.2408 10.6204 19.4118 -2.6 0.0 -1.6
H 18.2643 12.3913 19.5036 -0.8 0.2 0.4
H 18.7739 10.9494 18.7319 -0.3 0.4 0.5
H 19.2323 11.3339 20.4417 0.3 0.2 -0.4
H 16.9422 11.0670 21.2000 0.4 0.1 -0.3
H 17.5488 9.5028 20.5151 -1.1 1.6 -1.9
H 15.4513 10.4868 19.9414 -0.6 -0.1 -0.5
C 20.0947 7.7176 26.4510 -0.7 -1.3 -0.5
C 19.8092 6.4006 25.7141 2.1 -1.0 1.9
O 21.0156 5.6954 25.4410 3.7 7.3 6.8
H 20.6263 8.3732 25.7613 -0.7 -0.9 1.6
H 20.6246 7.5247 27.3838 0.2 0.1 -0.2
H 19.1403 8.2109 26.6352 0.9 -0.7 0.5
H 19.2835 6.6195 24.7847 0.4 -1.4 1.8
H 19.2315 5.7576 26.3780 -0.8 -0.2 0.2
H 20.6981 4.9793 24.8860 1.6 -0.7 2.7
C 18.8511 8.0460 23.7252 0.6 0.1 -1.6
C 19.3020 8.3580 22.2910 0.5 -0.1 4.8
O 18.2216 8.7612 21.5565 2.6 -2.2 -0.3
H 18.1721 7.1950 23.6719 2.5 0.8 -0.5
H 18.2986 8.8528 24.2068 0.7 -0.9 -1.1
H 19.6649 7.8589 24.4258 -0.3 0.9 -1.5
H 19.7669 7.5008 21.8041 -0.6 0.5 0.9
H 20.0985 9.0908 22.4204 -1.9 -0.4 0.4
H 17.8603 9.5736 21.9184 0.6 0.4 1.0
C 19.5445 9.0530 18.9931 0.2 -1.8 -0.2
C 19.4951 7.6118 19.4578 1.2 -0.6 -1.4
O 20.1270 6.6863 18.5248 1.7 7.6 -3.5
H 20.5519 9.2436 18.6231 -0.2 0.2 -0.5
H 19.3547 9.7269 19.8285 0.4 -1.6 -1.1
H 18.8068 9.1912 18.2026 0.1 0.1 -0.1
H 18.5012 7.2851 19.7633 1.1 0.3 -3.0
H 19.9966 7.5105 20.4203 0.4 0.6 -1.4
H 19.9667 5.7911 18.8322 0.3 1.6 -2.7
C 21.5214 5.9676 20.6908 -0.5 -0.4 -0.6
C 20.6720 4.7271 20.1874 3.0 0.8 1.3
O 19.4790 5.1516 19.5769 -3.3 -7.7 5.6
H 22.4282 5.6987 21.2326 -0.1 -0.4 -0.2
H 20.9182 6.5649 21.3746 0.8 -0.5 -0.3
H 21.7452 6.6099 19.8390 0.3 -0.3 0.1
H 20.4673 4.0759 21.0372 -0.2 -0.3 -0.7
H 21.3130 4.2064 19.4760 -0.1 -0.2 -0.2
H 19.0741 4.3046 19.3759 -0.9 -0.1 -0.3
C 15.0369 7.2839 24.6679 1.1 -0.1 1.4
C 16.5816 6.9563 24.6547 -5.2 -0.5 0.4
O 17.2493 7.5084 25.7928 -3.9 -15.4 -1.1
H 14.5930 6.6922 25.4685 -0.3 -0.1 0.0
H 14.4924 7.1031 23.7411 0.3 0.0 0.0
H 14.9374 8.3229 24.9818 -0.3 0.1 -0.3
H 16.9644 7.3948 23.7331 -1.2 -0.2 1.3
H 16.6953 5.8722 24.6554 -0.9 2.7 1.1
H 16.9302 7.1630 26.6297 -0.1 -0.1 0.0
C 21.2527 9.7316 21.1409 2.4 0.6 0.5
C 22.3555 10.6906 21.7197 -0.9 -0.1 -1.1
O 22.1640 11.1321 23.0361 -1.4 3.3 -1.9
H 21.4429 9.4319 20.1103 0.4 0.5 0.3
H 20.2594 10.1733 21.2209 0.7 0.3 -0.1
H 21.1996 8.7981 21.7011 1.5 0.5 -0.7
H 22.3356 11.5664 21.0711 0.3 0.2 0.0
H 23.3239 10.1963 21.6414 0.1 0.0 -0.3
H 22.5235 10.4116 23.5589 0.3 1.2 -1.0
C 16.9224 9.6180 27.0416 0.2 0.0 0.1
O 17.7244 9.2695 25.9094 -4.3 10.0 3.9
H 15.8850 9.8248 26.7784 0.0 0.6 0.0
H 16.8728 8.8811 27.8432 0.0 -1.1 -0.2
H 17.4470 10.3784 27.6202 -0.4 0.8 -0.6
H 17.3748 8.4567 25.5369 -0.1 2.7 -0.6
C 21.9335 9.3420 24.7642 0.1 -0.7 1.7
O 22.8281 9.1736 23.6990 2.3 -3.8 0.8
H 20.9592 9.0682 24.3594 0.7 0.4 0.2
H 22.1921 8.7377 25.6336 0.3 -0.2 -0.5
H 21.9559 10.3766 25.1065 -0.2 -0.2 0.2
H 23.7226 9.1981 24.0467 0.3 -0.4 0.0
C 16.2657 7.1389 21.2417 1.9 -1.0 0.1
O 17.6116 6.7715 20.8860 -4.3 -4.7 0.6
H 15.6380 6.2520 21.3287 0.1 -0.1 -0.2
H 16.3666 7.5979 22.2252 -0.4 -1.2 -0.6
H 15.8083 7.8424 20.5460 0.0 0.1 -0.2
H 18.1782 7.5392 20.9926 -1.3 0.2 0.5
C 20.5283 5.3934 23.1260 0.2 -1.4 -0.4
O 20.0900 4.5271 24.1868 1.8 -1.8 -5.6
H 19.8090 6.1864 22.9210 0.1 -0.6 0.1
H 21.4776 5.8450 23.4139 -0.3 -0.1 0.1
H 20.7240 4.8033 22.2307 -0.4 0.4 1.4
H 19.2856 4.0619 23.9455 3.1 -0.9 1.7
C 19.4949 10.7633 24.7860 0.9 -0.4 1.2
O 19.5152 10.1887 26.0796 6.5 5.0 0.1
H 20.4980 11.1089 24.5360 -0.7 0.8 0.2
H 19.2692 10.0402 24.0022 1.2 0.6 1.5
H 18.7438 11.5365 24.6249 0.1 0.5 0.6
H 18.6802 9.7706 26.3023 1.5 0.8 -0.5
C 17.6561 4.9581 23.5917 -0.7 -1.0 -1.4
O 18.4495 3.7741 23.3987 -9.4 -2.3 -4.5
H 16.7387 4.8200 24.1638 0.4 -2.5 -0.6
H 18.1656 5.7632 24.1213 0.9 -1.9 -0.5
H 17.3272 5.3362 22.6237 0.2 0.1 -0.1
H 17.9374 3.1496 22.8797 0.0 -0.4 0.0
```
Positions in Å, forces in eV/Å.

The calculation puts the strongest force on any atom at 16.0 eV/A. The calculation puts the energy relative to the best compared isomer or geometry (same formula, charge and spin) at 859.1 kcal per mole. The total energy comes out at -1933.2770 a.u. The value obtained for the LUMO energy is -0.355 eV. As for the HOMO-LUMO gap: 0.2734 Ha.

Atomic partial charges in e from the Mulliken method, atoms 1 to 99: C -1.67; C 0.63; O -1.29; H 0.73; H 0.56; H -0.01; H -0.19; H 1.07; H 0.94; C -2.18; C 0.21; O -0.67; H 0.49; H 0.45; H 0.60; H 0.81; H 0.64; H 0.46; C -0.82; C 0.31; O -0.91; H 0.16; H 0.69; H -0.13; H 0.41; H 0.66; H 0.56; C 0.43; C 0.83; O 1.04; H -0.96; H -0.58; H -0.52; H -1.56; H -0.61; H -1.07; C -1.21; C 1.35; O -0.92; H 0.26; H -0.49; H 0.62; H 0.20; H -1.48; H 0.66; C -0.30; C -0.70; O -0.37; H 0.32; H -0.05; H 0.77; H 0.77; H 0.31; H 0.31; C -1.63; C 1.20; O -0.20; H 0.44; H 0.31; H 0.23; H -1.00; H 0.38; H 0.65; C -0.21; C -1.14; O -0.67; H 0.44; H -0.01; H 0.67; H 0.44; H 0.35; H 0.61; C -1.30; O -1.39; H 0.38; H 0.36; H 0.43; H -0.42; C -1.32; O -0.72; H -0.71; H 0.60; H 0.70; H 0.41; C -0.70; O -0.89; H 0.45; H 0.01; H 0.34; H 0.80; C -0.59; O -0.74; H 0.26; H 0.57; H 0.31; H 0.37; C -1.16; O -0.62; H 0.84

=====

Computed, not measured: a molecular structure, C16H15F9O7P2 in a non-equilibrium geometry, with wB97M-V/def2-TZVPD.

```
49
Properties=species:S:1:pos:R:3:forces:R:3
O -1.0705 -4.0334 2.0555 3.1 0.1 1.5
P 0.2906 -4.2446 2.7042 -3.4 -2.1 -0.7
O 0.7725 -5.8265 2.2917 -0.2 3.1 0.9
O 0.1646 -4.2072 4.3790 0.6 0.1 -2.5
O 1.4986 -3.1548 2.2271 -1.5 0.9 2.2
P 0.9636 -1.5189 2.3487 -3.4 -0.5 -1.9
O -0.0508 -1.3152 1.2438 2.8 0.1 2.6
O 0.2361 -1.2186 3.8586 1.5 -0.8 -2.7
O 2.3734 -0.5921 2.2406 -2.3 -0.3 -0.1
C 2.1705 0.6864 1.6707 1.9 0.4 -1.7
F 3.4403 1.3150 1.7226 -2.5 -1.3 0.2
F 1.8806 0.6162 0.2909 0.2 0.1 3.1
C 1.1859 1.6527 2.4690 -0.7 0.5 1.3
F 1.4416 1.4463 3.8442 -0.6 0.3 -2.7
F -0.1716 1.4329 2.2186 2.7 0.0 0.4
C 1.4319 3.2238 2.1987 -0.9 1.0 1.7
F 2.5315 3.7291 2.9096 -2.0 -1.3 -2.0
F 0.3053 3.8671 2.7762 2.0 -1.3 -1.2
C 1.4201 3.6411 0.6625 -0.1 2.2 -2.2
F 1.1680 5.0304 0.6004 0.6 -2.8 0.4
F 0.3926 3.0429 -0.0707 2.2 0.8 1.9
F 2.6151 3.4423 -0.0072 -2.3 0.0 1.6
H 0.0124 -6.2017 1.7840 0.6 0.6 0.4
H -0.7592 -3.9776 4.6282 0.7 -0.2 -0.5
H -0.7292 -1.1830 3.6438 0.8 0.0 0.0
C 1.1484 -6.0520 -3.0736 -0.1 0.0 0.1
C 0.4026 -7.1612 -3.4591 0.0 0.0 0.1
C -0.7450 -7.5081 -2.7540 0.0 0.1 0.0
C -1.1526 -6.7393 -1.6682 0.1 0.0 0.0
C -0.4087 -5.6278 -1.2849 0.0 0.0 0.1
C 0.7440 -5.2864 -1.9847 0.0 -0.1 0.0
H 2.0450 -5.7839 -3.6217 -0.1 0.0 0.0
H 0.7167 -7.7565 -4.3097 0.0 0.0 0.1
H -1.3224 -8.3767 -3.0508 0.0 0.1 0.0
H -2.0502 -7.0067 -1.1211 0.0 0.0 0.0
H -0.7281 -5.0269 -0.4388 0.0 0.0 -0.1
H 1.3264 -4.4231 -1.6823 -0.1 0.0 0.0
C -1.1818 5.7607 -1.6045 -0.1 0.0 -0.1
C -1.5468 6.8797 -0.8638 0.0 0.0 -0.1
C -2.3184 7.8794 -1.4469 0.0 -0.1 -0.1
C -2.7334 7.7550 -2.7690 0.0 -0.1 0.0
C -2.3715 6.6340 -3.5086 0.0 0.0 0.0
C -1.5922 5.6388 -2.9282 0.0 0.1 0.1
H -0.5783 4.9843 -1.1512 -0.1 0.1 -0.1
H -1.2288 6.9733 0.1692 0.0 0.0 -0.1
H -2.5973 8.7550 -0.8711 0.0 -0.1 0.0
H -3.3391 8.5320 -3.2224 0.0 -0.1 0.0
H -2.6965 6.5364 -4.5390 0.0 0.0 0.1
H -1.3056 4.7675 -3.5067 0.0 0.0 0.0
```
Positions in Å, forces in eV/Å.

The calculation puts the strongest force on any atom at 4.1 eV/A. The total energy comes out at -2727.0327 a.u. The value obtained for the LUMO energy is -0.615 eV. As for the HOMO-LUMO gap: 0.3183 Ha.

Need the Mulliken charges? In units of e they are: O -0.57; P 0.91; O -0.52; O -0.47; O -0.35; P 1.02; O -0.50; O -0.48; O -0.33; C 0.72; F -0.30; F -0.26; C 0.63; F -0.28; F -0.24; C 0.50; F -0.25; F -0.28; C 0.74; F -0.26; F -0.24; F -0.23; H 0.35; H 0.36; H 0.40; C -0.34; C -0.41; C -0.31; C -0.57; C -0.37; C -0.58; H 0.35; H 0.35; H 0.36; H 0.37; H 0.73; H 0.39; C 0.16; C -0.40; C -0.39; C -0.42; C -0.35; C -0.56; H 0.14; H 0.36; H 0.35; H 0.35; H 0.36; H 0.36

=====

Computed, not measured: a molecular structure, C33H25Cl2N5O5PrS in a non-equilibrium geometry, with wB97M-V/def2-TZVPD.

```
72
Properties=species:S:1:pos:R:3:forces:R:3
Pr 0.6425 0.4515 -0.3956 -0.1 -0.1 -0.2
O -2.3267 3.6677 0.3127 -0.4 0.8 0.0
C -1.3380 2.9694 0.4511 -0.6 -1.6 2.3
N -0.3572 2.6057 -0.3414 0.5 0.8 -0.6
C -0.2862 3.1402 -1.6276 1.4 -0.6 -1.4
C -1.1714 3.9994 -2.2288 -1.2 0.0 2.5
C -1.0521 4.4187 -3.5027 -0.2 1.0 -0.6
C -0.0042 4.0147 -4.3004 -0.4 0.1 -1.1
C 0.9189 3.1562 -3.7706 1.1 -1.0 0.1
C 0.8131 2.7633 -2.4433 -0.4 0.2 0.8
N 1.8028 1.9795 -1.8425 -0.3 -0.2 -0.3
C 3.0658 2.3541 -1.9990 -0.3 2.3 -1.1
O 3.5233 3.3892 -2.5574 -0.5 -1.3 0.7
C 3.9830 1.4148 -1.3850 1.4 -1.0 0.2
C 5.3755 1.5852 -1.5715 -1.9 1.8 -1.3
C 6.2407 0.6903 -1.1074 -0.1 -3.7 3.0
C 5.7138 -0.4084 -0.2962 -1.9 2.4 -1.7
C 4.2833 -0.4549 -0.1693 3.2 0.0 0.1
N 3.4313 0.3914 -0.7226 0.7 0.6 0.1
C -1.2277 2.2118 1.8426 1.0 0.2 -1.6
C -2.1290 2.3489 2.8517 -0.3 -0.3 2.1
C -1.8801 1.6748 4.0532 0.0 -1.4 0.2
C -0.7478 0.8224 4.2006 -0.7 1.3 0.6
C 0.1123 0.7428 3.1152 -0.7 0.7 0.1
N -0.1726 1.4104 1.9832 1.0 -0.8 -0.2
H -1.9249 4.3357 -1.5233 -0.3 0.3 -0.8
H -1.7793 5.1561 -3.7731 -0.2 0.3 -0.8
H 0.0224 4.3374 -5.3360 0.2 0.0 0.0
H 1.7946 2.7035 -4.2833 -0.8 0.8 0.0
H 5.7172 2.4509 -2.1586 -0.4 -0.4 0.3
H 7.2870 0.8109 -1.2347 0.8 0.0 -0.2
H 6.3078 -1.1291 0.2208 0.3 -0.3 0.1
H 3.8971 -1.1760 0.4890 -0.7 -1.1 0.5
H -2.9881 2.9764 2.8020 -0.4 0.4 -0.5
H -2.6249 1.6423 4.8809 0.6 0.5 -0.7
H -0.5508 0.4222 5.2181 0.0 -0.1 -1.1
H 1.0582 0.2146 3.1455 -0.2 -0.2 -0.1
Cl 5.3804 2.0969 2.8951 -0.5 0.7 -0.6
C 4.4920 3.2933 1.8527 0.3 -1.5 -1.5
Cl 2.7621 3.0442 1.7879 -0.5 -0.3 0.2
H 4.8267 3.1985 0.7867 0.1 0.0 1.2
H 4.6263 4.2645 2.2252 0.5 1.1 0.6
C -3.7781 -5.5191 1.0683 -1.4 0.7 2.6
C -2.5213 -4.8161 0.7925 0.5 0.4 0.4
C -2.2769 -4.3342 -0.5017 1.4 -0.7 1.2
C -1.0629 -3.7437 -0.8034 0.4 1.6 -0.1
C -0.1737 -3.4742 0.2350 0.6 -0.9 -0.1
C -0.3716 -4.0108 1.5073 -1.0 0.4 0.1
C -1.5949 -4.6330 1.8382 1.6 0.9 -1.0
S 1.3491 -2.5707 -0.0728 2.3 -1.4 0.1
O 1.3743 -1.5388 1.0478 0.2 -1.1 -1.1
O 2.4747 -3.5601 -0.1402 -2.4 2.2 0.9
O 1.2461 -1.8195 -1.3469 -0.7 -0.2 0.4
H -4.4945 -4.9118 1.7183 0.8 -0.4 -1.0
H -3.6087 -6.3880 1.6835 0.3 -0.5 0.2
H -4.3029 -5.8497 0.2253 -0.8 -0.2 -1.4
H -3.0102 -4.4988 -1.2405 -0.7 -0.1 -0.8
H -0.8074 -3.2774 -1.7714 -0.5 -0.5 0.4
H 0.3714 -3.8730 2.2769 0.1 0.2 0.1
H -1.6891 -4.8497 2.9131 -0.6 -0.4 -0.8
N -6.3389 -2.9726 0.5140 -1.8 -1.0 0.7
C -5.4081 -2.4662 0.1079 2.0 1.0 -1.1
C -4.1936 -1.8169 -0.3338 -0.4 -0.4 -0.4
C -3.9657 -1.4415 -1.6793 0.0 0.7 0.8
C -2.8605 -0.6188 -1.9262 -0.9 -0.6 -0.5
C -1.8921 -0.3095 -0.9389 0.9 0.7 -2.6
C -2.1358 -0.8453 0.2731 1.3 0.1 2.8
C -3.2483 -1.5375 0.6464 -2.2 -0.5 0.8
H -4.7041 -1.6215 -2.4758 0.3 -0.1 0.5
H -2.9140 -0.2437 -2.9587 0.9 0.2 0.4
H -1.4164 -0.6602 1.1042 -0.3 -0.2 -0.3
H -3.5633 -1.7789 1.6934 0.8 0.1 -0.9
```
Positions in Å, forces in eV/Å.

The calculation puts the strongest force on any atom at 4.7 eV/A. The calculation puts the energy relative to the best compared isomer or geometry (same formula, charge and spin) at 12.5 kcal per mole. As for the total charge: -1. The total energy comes out at -3758.2795 a.u. The value obtained for the LUMO energy (alpha / beta) is 2.209 / 2.210 eV. Its spin multiplicity is 3. As for the HOMO-LUMO gap (alpha / beta): 0.2616 / 0.2618 Ha.

Need the Mulliken charges? In units of e they are: Pr 0.70; O -0.82; C 0.36; N 0.38; C 0.89; C -1.09; C -0.75; C -0.85; C -0.31; C -0.02; N 0.15; C 0.25; O -0.79; C -0.10; C -0.70; C -0.29; C -0.97; C -0.20; N 0.32; C 0.43; C -0.70; C -0.42; C -0.88; C -0.14; N 0.26; H 0.55; H 0.40; H 0.35; H 0.35; H 0.43; H 0.47; H 0.46; H 0.53; H 0.57; H 0.31; H 0.39; H 0.48; Cl -0.20; C -0.25; Cl -0.03; H 0.04; H 0.43; C -1.87; C 1.30; C -0.64; C -0.41; C 0.18; C -0.42; C -0.93; S 1.47; O -0.52; O -0.70; O -0.77; H 0.25; H 0.50; H 0.41; H 0.40; H 0.32; H 0.44; H 0.31; N -0.62; C -0.09; C 0.47; C -0.64; C -0.72; C 0.45; C 0.75; C -0.92; H 0.41; H 0.35; H -0.05; H 0.29